{"formula": "F6H20O10P", "method": "ωB97M-V with the def2-TZVPD basis set", "elements": ["P", "F", "F", "F", "F", "F", "F", "O", "H", "H", "O", "H", "H", "O", "H", "H", "O", "H", "H", "O", "H", "H", "O", "H", "H", "O", "H", "H", "O", "H", "H", "O", "H", "H", "O", "H", "H"], "coordinates": [[0.3588, 0.1530, -0.2565], [-0.3942, -0.2261, 1.1158], [1.4086, 1.1475, 0.5700], [1.3010, -1.1133, 0.0850], [1.3333, 0.4286, -1.5041], [-0.5963, -0.7588, -1.1841], [-0.6424, 1.4096, -0.3733], [1.8212, -0.9623, 3.6387], [1.3082, -1.7205, 3.9182], [1.2212, -0.4549, 3.0921], [0.0644, 3.8616, 0.6669], [0.3430, 4.1263, -0.2097], [-0.1790, 2.9406, 0.5734], [-2.2425, -1.7200, -3.3573], [-1.6522, -2.2694, -2.8417], [-2.8128, -1.3065, -2.7093], [2.0903, 3.1999, 2.8708], [1.4177, 3.8670, 2.7331], [2.2844, 2.8701, 1.9935], [-3.0744, 1.3085, -3.2321], [-2.4589, 1.4099, -2.5060], [-2.6680, 1.7806, -3.9589], [2.4220, 1.6550, -3.9392], [2.2625, 0.9459, -3.3163], [2.5128, 2.4369, -3.3945], [-0.3891, -3.3828, -1.6432], [0.3187, -3.8772, -1.2299], [-0.2040, -2.4697, -1.4236], [-2.1948, -2.3595, 1.2876], [-1.6388, -2.9703, 1.7714], [-1.5817, -1.8258, 0.7821], [2.5928, -3.1938, 1.6898], [2.4831, -2.9025, 0.7846], [2.9837, -2.4435, 2.1376], [-2.7960, 1.0370, 2.2110], [-3.1095, 0.6487, 3.0278], [-1.8928, 0.7301, 2.1306]], "homo_energy_ev": -8.117, "multiplicity": 1, "largest_force_ha_per_bohr": 0.057, "orbital_gap_ev": 10.85, "e_lumo_ev": 2.73, "total_charge": -1}

=====

{"formula": "F6H28O14P", "method": "ωB97M-V with the def2-TZVPD basis set", "elements": ["P", "F", "F", "F", "F", "F", "F", "O", "H", "H", "O", "H", "H", "O", "H", "H", "O", "H", "H", "O", "H", "H", "O", "H", "H", "O", "H", "H", "O", "H", "H", "O", "H", "H", "O", "H", "H", "O", "H", "H", "O", "H", "H", "O", "H", "H", "O", "H", "H"], "coordinates": [[-15.0751, 0.0805, 8.3336], [-15.3589, -1.4834, 8.7098], [-14.7144, -0.4042, 6.8546], [-16.6810, 0.3763, 8.1155], [-14.7010, 1.6108, 7.8622], [-15.2041, 0.3946, 9.9070], [-13.4044, -0.3174, 8.5652], [-14.1798, -0.6088, 11.5834], [-14.7170, -0.0086, 11.0663], [-13.9762, -0.1216, 12.3817], [-12.5832, 0.3840, 6.6294], [-11.8728, 0.2106, 7.2470], [-13.1518, 1.0044, 7.0855], [-12.7277, -1.4592, 10.2494], [-13.2174, -1.2113, 11.0336], [-12.9464, -0.7844, 9.6067], [-16.5386, -0.3718, 5.7265], [-16.9049, -0.7089, 6.5440], [-15.9405, 0.3237, 6.0003], [-16.5964, 2.6787, 7.6247], [-16.2440, 2.0512, 6.9937], [-17.4673, 2.3427, 7.8366], [-14.8189, -2.5381, 6.4681], [-14.4541, -1.7579, 6.0505], [-14.0669, -3.1168, 6.5940], [-16.7999, -2.7451, 8.7249], [-15.8998, -2.4233, 8.6753], [-17.1300, -2.6738, 7.8293], [-13.4685, -1.1091, 5.5308], [-13.0232, -0.5438, 6.1620], [-12.7613, -1.5787, 5.0885], [-15.1989, 2.9353, 9.3644], [-15.4683, 2.5903, 8.5131], [-14.6025, 2.2732, 9.7139], [-17.5722, 0.8182, 10.1738], [-17.6429, -0.0345, 10.6030], [-16.8603, 0.7111, 9.5430], [-16.6262, -1.4858, 10.9105], [-16.6849, -2.0429, 10.1343], [-15.7319, -1.6102, 11.2281], [-18.4484, -0.4165, 8.3357], [-17.7218, -0.9103, 8.7158], [-18.5222, -0.7486, 7.4410], [-13.3448, -2.9305, 8.6184], [-13.5812, -3.0491, 9.5384], [-13.2822, -1.9819, 8.5070], [-18.7043, 1.8251, 7.9231], [-19.4949, 1.6972, 8.4473], [-18.3960, 0.9389, 7.7338]], "homo_energy_ev": -6.030, "multiplicity": 1, "largest_force_ha_per_bohr": 0.218, "orbital_gap_ev": 8.64, "e_lumo_ev": 2.61, "total_charge": -1}